# 1
Computed, not measured: 2 unconnected molecules or ions with the total composition C6H14N2O2 in a non-equilibrium geometry, with the ωB97M-V functional and the def2-TZVPD basis.

Each line ends with the Mulliken charge.
Cartesian coordinates (Å):
C (-2.030, -1.516, -0.712)  -0.79
N (-2.292, -0.234, -1.349)  -0.18
C (-1.690, 0.890, -0.915)  0.58
C (-2.260, 2.215, -1.351)  -1.11
O (-0.899, 0.834, 0.022)  -0.71
H (-2.099, -1.397, 0.358)  0.23
H (-2.610, -2.254, -1.249)  0.34
H (-1.013, -1.866, -0.901)  0.28
H (-2.834, -0.233, -2.196)  0.24
H (-1.465, 2.951, -1.278)  0.32
H (-2.494, 2.245, -2.417)  0.40
H (-3.044, 2.533, -0.669)  0.25
C (1.235, -1.208, 2.514)  -0.96
N (1.439, -0.491, 1.264)  0.00
C (2.694, -0.225, 0.850)  0.68
C (2.817, 0.493, -0.471)  -0.88
O (3.670, -0.574, 1.500)  -0.67
H (1.313, -0.533, 3.361)  0.30
H (0.252, -1.664, 2.481)  0.27
H (2.056, -1.903, 2.667)  0.36
H (0.627, -0.063, 0.841)  0.28
H (3.678, 0.050, -0.975)  0.31
H (1.923, 0.400, -1.085)  0.21
H (3.029, 1.550, -0.291)  0.23

Computed properties:
* ΔE to the lowest compared entry with this formula, charge and spin: 0.589 eV
* frontier orbital gap: 0.34689 Eh
* E_HOMO: -0.3277 Eh
* SMILES string: CNC(C)=O.CNC(C)=O
* lowest unoccupied orbital energy: 0.52 eV

# 2
Computed, not measured: a molecular structure, C30H41BiN9O4Se, with the ωB97M-V functional and the def2-TZVPD basis.

Each line ends with the Mulliken charge.
Cartesian coordinates (Å):
Bi (-0.044, 0.785, 0.060)  1.95
O (-4.330, 0.021, 1.239)  -0.44
C (-3.058, 0.055, 0.931)  0.27
O (-2.429, 1.075, 0.701)  -0.57
C (-2.420, -1.295, 0.855)  0.19
C (-3.075, -2.482, 1.099)  -0.67
C (-2.351, -3.667, 0.978)  -0.67
C (-1.012, -3.620, 0.633)  -0.41
C (-0.430, -2.385, 0.395)  0.15
N (-1.132, -1.261, 0.500)  0.62
C (1.030, -2.215, 0.017)  0.43
O (1.785, -3.165, 0.226)  -0.88
O (1.338, -1.067, -0.464)  -0.85
H (-4.713, 0.912, 1.284)  0.46
H (-4.123, -2.481, 1.370)  0.64
H (-2.841, -4.617, 1.154)  0.50
H (-0.412, -4.514, 0.540)  0.58
N (1.084, 4.505, 2.421)  -0.10
C (1.178, 5.255, 1.273)  -0.79
C (0.621, 4.498, 0.293)  -0.36
N (0.181, 3.301, 0.825)  -0.09
C (0.483, 3.335, 2.115)  0.12
C (0.215, 2.223, 3.030)  0.12
N (-0.243, 1.046, 2.630)  0.36
C (-0.362, 0.265, 3.763)  -0.61
C (0.025, 0.982, 4.849)  -0.88
N (0.387, 2.218, 4.368)  -0.09
H (1.422, 4.804, 3.322)  0.19
H (1.624, 6.237, 1.258)  0.43
H (0.495, 4.740, -0.752)  0.51
H (-0.724, -0.751, 3.728)  0.52
H (0.064, 0.733, 5.897)  0.42
H (0.708, 2.981, 4.944)  0.19
C (-4.961, -0.302, -3.257)  -1.15
C (-4.537, 0.846, -4.175)  0.42
C (-4.833, 2.223, -3.583)  -0.70
C (-3.883, 2.619, -2.454)  -0.40
N (-2.549, 2.994, -2.956)  0.96
C (-1.439, 2.244, -2.983)  -1.20
Se (-1.293, 0.484, -2.307)  -0.31
N (-0.470, 2.911, -3.621)  1.38
C (0.857, 2.387, -4.002)  -1.13
C (0.817, 1.415, -5.176)  -0.24
C (0.181, 1.973, -6.457)  -0.63
C (-1.342, 1.822, -6.521)  -0.80
C (-0.970, 4.150, -4.028)  0.57
C (-0.385, 5.202, -4.729)  -1.23
C (-1.183, 6.299, -4.973)  -0.82
C (-2.519, 6.354, -4.536)  -0.83
C (-3.096, 5.310, -3.845)  -0.86
C (-2.287, 4.202, -3.607)  1.15
H (-4.803, -1.266, -3.743)  0.40
H (-6.022, -0.226, -3.005)  0.39
H (-4.387, -0.307, -2.322)  0.02
H (-5.064, 0.758, -5.125)  0.41
H (-3.471, 0.760, -4.406)  -0.41
H (-5.849, 2.238, -3.180)  0.47
H (-4.789, 2.987, -4.363)  0.43
H (-3.746, 1.798, -1.753)  -0.47
H (-4.268, 3.478, -1.906)  0.54
H (1.299, 1.906, -3.131)  0.21
H (1.468, 3.252, -4.251)  0.53
H (0.289, 0.507, -4.874)  0.17
H (1.855, 1.135, -5.368)  0.48
H (0.607, 1.432, -7.302)  0.43
H (0.462, 3.023, -6.589)  0.25
H (-1.631, 0.781, -6.348)  0.28
H (-1.713, 2.106, -7.507)  0.45
H (-1.866, 2.451, -5.793)  -0.02
H (0.641, 5.171, -5.075)  0.46
H (-0.772, 7.139, -5.518)  0.47
H (-3.110, 7.235, -4.755)  0.46
H (-4.125, 5.356, -3.514)  0.49
N (4.488, -3.198, 0.019)  -0.05
C (5.122, -2.534, 1.207)  -0.49
C (4.987, -1.026, 1.097)  -0.76
N (3.623, -0.517, 1.244)  -0.37
H (4.706, -4.194, -0.001)  0.43
H (4.828, -2.793, -0.851)  0.39
H (3.442, -3.109, 0.047)  0.13
H (6.168, -2.835, 1.253)  0.41
H (4.611, -2.903, 2.092)  0.31
H (5.385, -0.689, 0.136)  0.36
H (5.622, -0.587, 1.864)  0.37
H (3.228, -0.794, 2.135)  0.25
H (3.013, -0.849, 0.506)  0.20

Computed properties:
* ΔE to the lowest compared entry with this formula, charge and spin: 0.000 eV
* frontier orbital gap: 0.26561 Eh
* E_HOMO: -0.5732 Eh
* charge: +3
* lowest unoccupied orbital energy: -8.37 eV

# 3
Computed, not measured: 5 unconnected molecules or ions with the total composition C20H34F7NO14 in a non-equilibrium geometry, with the ωB97M-V functional and the def2-TZVPD basis.

Each line ends with the Mulliken charge.
Cartesian coordinates (Å):
N (7.009, -0.460, -4.219)  -0.58
C (6.076, 0.597, -3.593)  0.56
O (5.866, 1.694, -4.321)  -0.45
O (5.501, 0.265, -2.286)  -0.29
C (4.523, 1.256, -1.818)  0.67
F (5.115, 2.627, -1.588)  -0.26
F (4.112, 0.799, -0.436)  -0.25
C (3.120, 1.304, -2.688)  0.51
F (3.063, 2.473, -3.634)  -0.22
F (2.034, 1.582, -1.676)  -0.24
C (2.712, -0.127, -3.390)  0.64
F (2.964, -1.317, -2.502)  -0.23
F (3.260, -0.306, -4.770)  -0.22
F (1.211, -0.086, -3.551)  -0.25
H (6.418, -0.975, -4.936)  0.29
H (7.146, -1.189, -3.458)  0.32
C (0.599, 0.157, 0.350)  -0.69
C (0.973, -0.788, 1.478)  -0.27
O (0.884, -0.128, 2.746)  -0.38
C (-0.367, 0.002, 3.253)  0.75
O (-1.398, -0.398, 2.733)  -0.56
O (-0.280, 0.677, 4.426)  -0.36
C (-1.543, 0.963, 5.022)  -0.57
H (1.194, 1.075, 0.403)  0.25
H (0.762, -0.316, -0.623)  0.13
H (-0.452, 0.456, 0.415)  0.30
H (2.015, -1.104, 1.356)  0.32
H (0.358, -1.696, 1.465)  0.29
H (-2.149, 0.056, 5.128)  0.30
H (-2.073, 1.714, 4.428)  0.27
H (-1.363, 1.373, 6.020)  0.21
C (-5.344, 5.061, 0.953)  -1.07
C (-6.434, 4.080, 0.557)  -0.16
O (-5.869, 2.822, 0.166)  -0.37
C (-5.489, 2.009, 1.181)  0.76
O (-5.595, 2.251, 2.375)  -0.57
O (-4.944, 0.889, 0.645)  -0.36
C (-4.416, -0.017, 1.612)  -0.47
H (-4.598, 5.149, 0.157)  0.29
H (-5.767, 6.048, 1.157)  0.35
H (-4.814, 4.723, 1.849)  0.30
H (-6.974, 4.470, -0.311)  0.29
H (-7.169, 3.945, 1.360)  0.30
H (-5.161, -0.262, 2.376)  0.31
H (-3.519, 0.410, 2.070)  0.20
H (-4.136, -0.939, 1.096)  0.23
C (1.906, -2.204, -9.407)  -0.99
C (3.184, -2.629, -10.109)  -0.16
O (4.001, -1.491, -10.411)  -0.36
C (4.720, -0.994, -9.375)  0.77
O (4.735, -1.432, -8.234)  -0.57
O (5.401, 0.094, -9.815)  -0.33
C (6.131, 0.770, -8.794)  -0.59
H (1.383, -1.437, -9.989)  0.29
H (1.239, -3.059, -9.266)  0.36
H (2.118, -1.768, -8.426)  0.22
H (2.934, -3.103, -11.063)  0.30
H (3.743, -3.366, -9.520)  0.28
H (6.787, 0.082, -8.251)  0.26
H (5.437, 1.266, -8.108)  0.29
H (6.752, 1.533, -9.270)  0.24
C (-1.033, -3.202, 8.753)  -1.11
C (-1.387, -1.751, 9.027)  -0.18
O (-2.602, -1.388, 8.359)  -0.27
C (-3.746, -1.793, 8.963)  0.69
O (-3.824, -2.419, 10.010)  -0.56
O (-4.792, -1.408, 8.190)  -0.28
C (-6.058, -1.855, 8.668)  -0.65
H (-1.011, -3.397, 7.676)  0.29
H (-0.058, -3.450, 9.180)  0.37
H (-1.778, -3.879, 9.182)  0.30
H (-0.599, -1.104, 8.626)  0.30
H (-1.455, -1.546, 10.102)  0.30
H (-6.211, -1.573, 9.715)  0.29
H (-6.141, -2.939, 8.544)  0.29
H (-6.836, -1.377, 8.067)  0.22

Computed properties:
* frontier orbital gap: 0.37953 Eh
* E_HOMO: -0.3925 Eh
* SMILES string: NC(=O)OC(F)(F)C(F)(F)C(F)(F)F.CCOC(=O)OC.CCOC(=O)OC.CCOC(=O)OC.CCOC(=O)OC
* lowest unoccupied orbital energy: -0.35 eV

# 4
Computed, not measured: a molecular structure, C10H10N2O5SSeV in a non-equilibrium geometry, with the ωB97M-V functional and the def2-TZVPD basis.

Each line ends with the Mulliken charge.
Cartesian coordinates (Å):
V (0.673, -1.290, 0.251)  0.13
O (0.057, 1.322, 3.342)  -0.56
C (0.245, 0.699, 2.125)  0.60
O (0.395, -0.584, 2.111)  -0.73
C (0.321, 1.470, 0.944)  0.21
C (0.524, 2.860, 0.792)  -1.03
C (0.865, 3.317, -0.517)  -0.03
C (1.054, 2.436, -1.564)  -0.90
C (0.846, 1.052, -1.340)  0.04
N (0.381, 0.625, -0.130)  0.19
C (1.259, -0.063, -2.230)  0.66
O (1.544, 0.128, -3.416)  -0.81
O (1.307, -1.231, -1.634)  -0.65
H (0.102, 0.602, 3.983)  0.33
H (0.488, 3.526, 1.642)  0.41
H (1.049, 4.374, -0.682)  0.34
H (1.409, 2.769, -2.529)  0.44
C (-2.517, -1.752, -1.849)  -1.02
S (-1.685, -1.723, -0.262)  0.78
C (-3.059, -2.079, 0.834)  -1.04
H (-3.296, -0.991, -1.892)  0.28
H (-2.947, -2.738, -2.036)  0.33
H (-1.771, -1.538, -2.612)  0.29
H (-3.486, -3.058, 0.611)  0.32
H (-3.828, -1.310, 0.747)  0.29
H (-2.676, -2.084, 1.852)  0.28
O (0.887, -2.862, 0.580)  -0.53
Se (5.458, -0.332, 1.279)  -0.43
C (3.749, -0.664, 0.919)  0.08
N (2.650, -0.884, 0.683)  -0.29

Computed properties:
* ΔE to the lowest compared entry with this formula, charge and spin: 1.075 eV
* multiplicity: 4
* frontier orbital gap (alpha / beta): 0.09342 / 0.21212 Eh
* E_HOMO (alpha / beta): 0.0620 / -0.0594 Eh
* ⟨S²⟩: 3.778
* charge: -2
* lowest unoccupied orbital energy (alpha / beta): 4.23 / 4.16 eV

Repeat the first record exactly.
Computed, not measured: 2 unconnected molecules or ions with the total composition C6H14N2O2 in a non-equilibrium geometry, with the ωB97M-V functional and the def2-TZVPD basis.

Each line ends with the Mulliken charge.
Cartesian coordinates (Å):
C (-2.030, -1.516, -0.712)  -0.79
N (-2.292, -0.234, -1.349)  -0.18
C (-1.690, 0.890, -0.915)  0.58
C (-2.260, 2.215, -1.351)  -1.11
O (-0.899, 0.834, 0.022)  -0.71
H (-2.099, -1.397, 0.358)  0.23
H (-2.610, -2.254, -1.249)  0.34
H (-1.013, -1.866, -0.901)  0.28
H (-2.834, -0.233, -2.196)  0.24
H (-1.465, 2.951, -1.278)  0.32
H (-2.494, 2.245, -2.417)  0.40
H (-3.044, 2.533, -0.669)  0.25
C (1.235, -1.208, 2.514)  -0.96
N (1.439, -0.491, 1.264)  0.00
C (2.694, -0.225, 0.850)  0.68
C (2.817, 0.493, -0.471)  -0.88
O (3.670, -0.574, 1.500)  -0.67
H (1.313, -0.533, 3.361)  0.30
H (0.252, -1.664, 2.481)  0.27
H (2.056, -1.903, 2.667)  0.36
H (0.627, -0.063, 0.841)  0.28
H (3.678, 0.050, -0.975)  0.31
H (1.923, 0.400, -1.085)  0.21
H (3.029, 1.550, -0.291)  0.23

Computed properties:
* ΔE to the lowest compared entry with this formula, charge and spin: 0.589 eV
* frontier orbital gap: 0.34689 Eh
* E_HOMO: -0.3277 Eh
* SMILES string: CNC(C)=O.CNC(C)=O
* lowest unoccupied orbital energy: 0.52 eV